Computed, not measured: the molecule C3H4N2O2S, with wB97M-V/def2-TZVPD.

Geometry as XYZ:
```
12
Properties=species:S:1:pos:R:3:forces:R:3
C 2.161201 -0.615974 1.892593 -1.1 0.7 4.8
C 0.643550 -0.227283 -1.040689 -2.2 -0.3 0.5
C -2.786165 0.745854 -0.837819 2.4 3.5 3.2
H 3.213319 -0.546333 2.130363 -0.1 -0.6 1.3
H 1.170872 -0.476647 2.596447 2.8 -0.3 -1.6
H -3.401070 0.107418 -1.803118 2.7 1.9 3.2
H -3.408116 1.463109 -0.038614 0.8 -2.2 -2.5
N 2.090343 -0.604217 0.679928 0.1 0.4 -3.2
N -1.479883 1.100789 -0.367027 -5.0 -4.6 -5.0
O 0.804863 -0.327274 0.330380 -2.3 0.8 -2.5
O -0.621711 0.278621 -1.402625 1.8 0.4 1.8
S 1.612797 -0.898064 -2.139818 -0.2 0.5 -0.2
```
Positions in Å, forces in eV/Å.

Results
- Structure (SMILES): C=NOC(=S)ON=C
- Energy above the lowest of the compared OMol25 structures with the same formula, charge and spin: 803.9 kJ/mol
- HOMO level: -8.76 eV
- Frontier orbital gap: 0.31452 Ha
- Electronic energy: -774.620607 Eh

=====

Computed, not measured: the molecule CH5NO2S2, with wB97M-V/def2-TZVPD.

Geometry as XYZ:
```
11
Properties=species:S:1:pos:R:3:forces:R:3
C 1.338099 -0.192221 0.673781 -0.8 2.1 0.9
N -0.918647 0.529353 -0.534789 0.0 0.8 -1.1
O -2.663841 -1.168830 -0.783119 0.1 0.0 0.4
O -3.344257 0.866010 0.298982 1.6 0.3 1.8
S 0.501458 1.329012 -0.004032 -0.1 -1.4 1.2
S -2.152009 -0.268858 0.255875 0.3 0.3 -0.3
H 1.202119 -0.980325 -0.009231 0.1 -0.9 -0.9
H 2.348583 0.141759 0.817635 0.6 -0.3 0.0
H 0.907045 -0.447829 1.652340 0.1 0.1 -0.4
H -1.174248 0.945801 -1.438555 -0.3 -0.7 0.3
H -3.832105 0.557443 -0.429766 -1.8 -0.4 -1.9
```
Positions in Å, forces in eV/Å.

Results
- Energy above the lowest of the compared OMol25 structures with the same formula, charge and spin: 207.4 kJ/mol
- HOMO level: -8.92 eV
- Frontier orbital gap: 0.35156 Ha
- Electronic energy: -1042.658556 Eh

=====

Computed, not measured: a structure of composition C36H70GeN5O3S4SbSi4Te2Y, with wB97M-V/def2-TZVPD.

Geometry as XYZ:
```
127
Properties=species:S:1:pos:R:3:forces:R:3
Y -1.249450 0.431734 -1.011087 -0.3 0.5 0.2
C -4.727547 -2.132979 -1.349160 0.0 0.0 0.0
C -3.474054 -2.347413 -0.504324 -0.1 0.1 0.0
C -3.817081 -3.048986 0.807887 0.0 0.0 0.0
C -2.465767 -3.171065 -1.290573 0.1 0.1 0.0
O -2.891320 -1.064402 -0.200791 0.0 -0.1 0.0
Ge -3.992607 0.292029 0.566356 0.0 0.1 0.0
O -2.357921 1.026079 1.195216 0.2 -0.1 -0.1
C -2.168768 1.531720 2.527635 -0.1 0.0 0.0
C -3.486835 1.541009 3.306081 0.0 0.0 0.0
C -1.183914 0.630524 3.259896 0.0 0.0 0.0
C -1.650571 2.960067 2.437673 0.0 0.0 0.0
O -3.684041 1.206222 -1.063839 0.0 -0.1 0.1
C -4.539563 2.297279 -1.433539 0.1 -0.1 -0.1
C -4.354237 3.461450 -0.466117 0.0 0.0 0.1
C -5.994108 1.822311 -1.420393 -0.1 0.1 0.0
C -4.182937 2.721467 -2.853135 0.0 0.0 0.0
H -5.140750 -3.087335 -1.682846 0.0 0.0 0.0
H -5.496478 -1.597177 -0.784628 0.0 0.0 0.0
H -4.465199 -1.544110 -2.227285 0.0 0.0 0.0
H -4.211297 -4.048021 0.604106 0.0 0.0 0.0
H -2.920708 -3.150683 1.423900 0.0 0.0 0.0
H -4.569076 -2.486907 1.366917 0.0 0.0 0.0
H -2.945219 -4.051374 -1.723548 0.0 0.0 0.0
H -2.070465 -2.565662 -2.107004 0.0 0.0 0.0
H -1.638639 -3.488337 -0.657565 0.0 0.0 0.0
H -3.898150 0.536060 3.425590 0.0 0.0 0.0
H -3.305280 1.961280 4.297758 0.0 0.0 0.0
H -4.237209 2.157243 2.806459 0.0 0.0 0.0
H -1.586364 -0.382952 3.342375 0.0 0.0 0.0
H -0.238758 0.591800 2.724906 0.0 0.0 0.0
H -0.991929 1.009847 4.268116 0.0 0.0 0.0
H -2.373950 3.590271 1.919347 0.0 0.0 0.0
H -1.477561 3.371660 3.435672 0.0 0.0 0.0
H -0.713144 3.022368 1.891990 0.0 0.0 0.0
H -4.660022 3.175460 0.545791 0.0 0.0 0.0
H -3.307383 3.766475 -0.438634 0.0 0.0 0.0
H -4.964576 4.313718 -0.776313 0.0 0.0 0.0
H -6.329435 1.550311 -0.417330 0.0 0.0 0.0
H -6.638599 2.624674 -1.789212 0.0 0.0 0.0
H -6.114317 0.953800 -2.071794 0.0 0.0 0.0
H -3.170309 3.115161 -2.895633 0.0 0.0 0.0
H -4.238080 1.869674 -3.530819 0.0 0.0 0.0
H -4.871724 3.498972 -3.196034 0.0 0.0 0.0
N 2.358913 -0.000685 -3.757439 0.0 0.0 0.0
C 1.447893 0.820385 -3.249489 0.0 0.0 0.0
N 0.834535 0.206960 -2.260476 0.0 -0.1 0.1
C 1.440080 -1.025903 -2.192824 0.1 0.0 -0.1
N 2.383700 -1.191657 -3.100854 0.0 0.0 0.0
C 1.066027 -1.908287 -1.113723 0.0 0.0 0.1
C 1.748411 -3.069214 -0.806598 0.0 0.1 0.0
N 1.563396 -3.782948 0.303629 0.0 0.0 0.0
C 0.632920 -3.227004 1.155841 0.0 0.0 0.0
C -0.082706 -2.106587 0.867817 -0.1 0.0 0.0
N 0.058992 -1.402476 -0.293937 0.1 -0.1 0.0
H 3.017917 0.188980 -4.487210 0.0 0.0 -0.1
H 1.255290 1.825256 -3.587039 0.0 0.0 0.0
H 2.507720 -3.412582 -1.503416 0.0 0.0 0.0
H 0.476866 -3.733453 2.101565 0.0 0.0 0.0
H -0.823979 -1.730357 1.565182 0.0 0.0 0.0
S 0.831018 5.428434 0.791971 -0.1 0.0 0.0
Sb 1.085855 3.738257 -0.696447 0.1 0.1 -0.1
S -0.880346 3.126349 -1.814121 0.1 -0.1 0.1
S 1.118803 1.657065 0.705129 0.1 -0.1 0.0
S 2.964750 3.717392 -1.982293 -0.1 0.0 0.0
C -5.177688 -5.671266 -5.511679 0.0 0.0 0.0
C -4.405509 -4.413373 -5.210938 0.0 0.0 0.0
C -3.035787 -4.438582 -4.998996 0.0 0.0 0.0
C -2.306645 -3.282923 -4.709972 0.0 -0.1 0.0
C -0.818088 -3.404925 -4.521235 0.0 0.0 0.0
C -2.970658 -2.051649 -4.612851 0.0 0.1 0.0
Te -1.880876 -0.275709 -4.166791 0.0 0.0 -0.1
C -4.355574 -2.009762 -4.853776 0.0 0.0 0.0
C -5.119796 -0.713154 -4.814595 0.0 0.0 0.0
C -5.046338 -3.182094 -5.141674 0.0 0.0 0.0
H -4.517955 -6.539891 -5.529004 0.0 0.0 0.0
H -5.677540 -5.611611 -6.481905 0.0 0.0 0.0
H -5.950189 -5.854313 -4.760578 0.0 0.0 0.0
H -2.507545 -5.386471 -5.053600 0.0 0.0 0.0
H -0.497026 -4.439486 -4.655900 0.0 0.0 0.0
H -0.497527 -3.067320 -3.532192 0.0 0.0 0.0
H -0.289463 -2.768365 -5.233881 0.0 0.0 0.0
H -5.004416 -0.221494 -3.846858 0.0 0.0 0.0
H -6.182376 -0.883509 -5.002192 0.0 0.0 0.0
H -4.731901 -0.007921 -5.552404 0.0 0.0 0.0
H -6.117710 -3.127685 -5.317826 0.0 0.0 0.0
C 6.692684 3.033263 0.383066 0.0 0.0 0.0
Si 5.602758 3.254882 1.902143 0.0 0.0 0.0
C 4.475212 4.714396 1.639472 0.0 0.0 0.0
C 6.687630 3.596661 3.415593 0.0 0.0 0.0
Si 4.472950 1.226208 2.249223 0.1 0.1 0.1
Te 3.164134 0.511118 0.245741 -0.1 0.0 -0.1
Si 6.003933 -0.560363 2.266904 -0.1 0.0 0.0
C 7.586646 -0.155453 3.214442 0.0 0.0 0.0
C 5.221913 -2.087924 3.037415 0.1 0.0 0.0
C 6.492181 -1.001014 0.502560 0.0 0.0 0.0
Si 3.093199 1.091659 4.141640 0.0 0.0 -0.1
C 2.094638 -0.499271 4.094306 0.0 0.0 0.0
C 1.973839 2.588472 4.299099 0.0 0.0 0.0
C 4.208798 1.034190 5.668885 0.0 0.0 0.0
H 7.230919 3.957202 0.153120 0.0 0.0 0.0
H 6.060547 2.790276 -0.475116 0.0 0.0 0.0
H 7.425600 2.233002 0.515858 0.0 0.0 0.0
H 5.074243 5.630961 1.607668 0.0 0.0 0.0
H 3.721560 4.823094 2.421279 0.0 0.0 0.0
H 3.942398 4.636190 0.690546 0.0 0.0 0.0
H 7.289058 4.496540 3.253919 0.0 0.0 0.0
H 7.364930 2.769340 3.640098 0.0 0.0 0.0
H 6.065351 3.770889 4.297566 0.0 0.0 0.0
H 7.377601 0.189547 4.229662 0.0 0.0 0.0
H 8.156902 0.626226 2.706166 0.0 0.0 0.0
H 8.219157 -1.045978 3.280453 0.0 0.0 0.0
H 5.025587 -1.951497 4.103243 0.0 0.0 0.0
H 5.890873 -2.946734 2.923613 0.0 0.0 0.0
H 4.277529 -2.328766 2.543339 0.0 0.0 0.0
H 6.893985 -0.138078 -0.032392 0.0 0.0 0.0
H 5.635010 -1.372161 -0.065281 0.0 0.0 0.0
H 7.251872 -1.788840 0.506111 0.0 0.0 0.0
H 1.659723 -0.678120 3.109109 0.0 0.0 0.0
H 1.282193 -0.455918 4.825329 0.0 0.0 0.0
H 2.723748 -1.360288 4.328551 0.0 0.0 0.0
H 1.387573 2.759138 3.393936 0.0 0.0 0.0
H 2.556687 3.495157 4.483943 0.0 0.0 0.0
H 1.284951 2.451848 5.139881 0.0 0.0 0.0
H 4.860444 0.156753 5.645486 0.0 0.0 0.0
H 3.607394 0.982184 6.581754 0.0 0.0 0.0
H 4.843544 1.921508 5.733201 0.0 0.0 0.0
```
Positions in Å, forces in eV/Å.

Results
- Charge: -2
- Energy above the lowest of the compared OMol25 structures with the same formula, charge and spin: 0.0 kJ/mol
- HOMO level (spin up / spin down): -0.92 / -2.34 eV
- Multiplicity: 2
- Frontier orbital gap (spin up / spin down): 0.17252 / 0.22455 Ha
- Electronic energy: -7556.065152 Eh

=====

Computed, not measured: a cluster of 2 separate species, C2H8OS2 in total, with wB97M-V/def2-TZVPD.

Geometry as XYZ:
```
13
Properties=species:S:1:pos:R:3:forces:R:3
C -0.591993 -0.473665 2.261255 -1.4 1.4 -0.3
S 0.352988 -1.018862 0.816926 2.4 -1.3 -0.3
S 0.147770 -1.331427 -1.321584 -0.2 1.7 1.3
C 1.154746 0.106433 -1.997766 0.0 -1.2 -0.4
H -0.467037 0.582205 2.529817 -0.2 0.0 -0.7
H -1.643064 -0.729555 2.280606 -0.2 -0.1 -0.1
H -0.120890 -0.963010 3.093154 0.5 -0.9 0.0
H 0.585502 0.457994 -2.865888 0.2 0.4 0.5
H 1.453722 0.852031 -1.260733 -0.7 0.0 0.0
H 2.101935 -0.308093 -2.370163 -0.3 -0.1 0.1
H -1.464919 4.840468 0.347316 0.4 0.2 -0.2
H -0.285972 3.795829 0.391241 0.1 0.4 -0.2
O -1.199753 3.963190 0.622394 -0.4 -0.5 0.4
```
Positions in Å, forces in eV/Å.

Results
- Structure (SMILES): CSSC.O
- Energy above the lowest of the compared OMol25 structures with the same formula, charge and spin: 166.5 kJ/mol
- HOMO level: -8.55 eV
- Frontier orbital gap: 0.30656 Ha
- Electronic energy: -952.550137 Eh